[1]
{
  "formula": "C16H57N11O11",
  "method": "wB97M-V/def2-TZVPD",
  "symbols": ["C", "C", "C", "O", "C", "N", "H", "H", "H", "H", "H", "H", "H", "H", "H", "H", "H", "C", "C", "C", "O", "C", "N", "H", "H", "H", "H", "H", "H", "H", "H", "H", "H", "H", "C", "C", "C", "O", "C", "N", "H", "H", "H", "H", "H", "H", "H", "H", "H", "H", "H", "O", "H", "H", "O", "H", "H", "O", "H", "H", "O", "H", "H", "C", "O", "N", "N", "H", "H", "H", "H", "C", "O", "N", "N", "H", "H", "H", "H", "C", "O", "N", "N", "H", "H", "H", "H", "C", "O", "N", "N", "H", "H", "H", "H"],
  "coordinates": [[-29.99698, -1.65823, -28.07291], [-30.18707, -2.82454, -29.07694], [-30.09133, -4.15605, -28.21201], [-30.02915, -5.17788, -29.15905], [-30.22237, -6.51550, -28.73222], [-31.51217, -2.72302, -29.68597], [-30.36254, -1.67271, -27.04614], [-30.37660, -0.77743, -28.59079], [-28.92895, -1.46538, -27.97176], [-29.35185, -2.80359, -29.77698], [-30.85125, -4.07335, -27.43497], [-29.14768, -4.04993, -27.67689], [-29.66213, -6.87036, -27.86717], [-29.93552, -7.09678, -29.60854], [-31.24148, -6.73845, -28.41628], [-31.54652, -3.57356, -30.22957], [-32.18077, -2.98187, -28.97458], [-32.33084, -3.83634, -18.35581], [-31.57174, -5.18455, -18.09047], [-31.01967, -5.90985, -19.40906], [-31.95691, -6.02752, -20.53900], [-31.52437, -6.89789, -21.59592], [-30.42259, -4.93253, -17.28690], [-32.69263, -3.26667, -17.49983], [-33.11102, -4.09119, -19.07308], [-31.65050, -3.18952, -18.90975], [-32.25059, -5.88154, -17.59907], [-30.76010, -6.89872, -19.03107], [-30.09488, -5.41036, -19.69780], [-30.49849, -6.65327, -21.87130], [-32.07810, -6.86545, -22.53423], [-31.47400, -7.93673, -21.26975], [-29.98198, -5.83981, -17.23408], [-29.81781, -4.39238, -17.88904], [-37.56166, -2.84558, -27.99231], [-38.59330, -3.28548, -26.95572], [-37.92898, -3.46759, -25.57903], [-37.16327, -4.58062, -25.61476], [-36.20338, -4.84254, -24.63053], [-39.57405, -2.17337, -26.92716], [-37.08631, -1.89053, -27.76863], [-38.08308, -2.69216, -28.93712], [-36.81804, -3.63231, -28.11951], [-39.09911, -4.20305, -27.25622], [-38.62378, -3.50761, -24.74013], [-37.31720, -2.59294, -25.35810], [-36.16821, -5.92490, -24.50659], [-36.42615, -4.23184, -23.75559], [-35.28072, -4.54682, -25.12987], [-40.27368, -2.06162, -26.20735], [-39.03485, -1.36632, -26.64781], [-32.64417, -4.52747, -24.57480], [-32.42328, -4.37756, -23.65558], [-32.41698, -3.70737, -25.01304], [-32.54159, -12.20200, -24.92854], [-32.47934, -12.52507, -25.82742], [-32.95578, -11.34294, -25.01043], [-28.23038, -5.55655, -25.35716], [-28.72736, -6.05296, -26.00741], [-28.70566, -4.73010, -25.27155], [-29.41290, -8.67492, -26.22991], [-28.79921, -9.16720, -26.77514], [-30.07176, -9.31844, -25.96914], [-34.36590, -10.58507, -21.29522], [-33.86571, -10.87037, -20.23917], [-35.17357, -9.54365, -21.46718], [-34.24003, -11.36836, -22.33539], [-35.26126, -8.92215, -20.67588], [-35.52138, -9.48320, -22.41347], [-33.53571, -12.09075, -22.38220], [-34.70030, -11.11126, -23.19687], [-34.04006, -4.59993, -28.32152], [-33.47564, -3.68332, -27.86282], [-34.56159, -4.56106, -29.52885], [-33.94643, -5.81141, -27.90710], [-35.26648, -5.22580, -29.81406], [-34.49171, -3.69210, -30.03889], [-34.38119, -6.54061, -28.45423], [-33.54169, -5.85558, -26.98279], [-32.72040, -8.11116, -25.11194], [-32.71620, -9.30331, -25.42975], [-31.69071, -7.28558, -25.19266], [-33.79692, -7.51315, -24.60035], [-30.79832, -7.69217, -25.43440], [-31.92703, -6.33961, -24.92927], [-33.71578, -6.65427, -24.07514], [-34.62989, -8.08387, -24.57700], [-35.78141, -10.61628, -25.52633], [-35.66415, -9.98145, -24.45976], [-36.61923, -11.53886, -25.69861], [-35.10061, -10.38745, -26.55580], [-37.15403, -11.87739, -24.91154], [-36.70018, -11.99307, -26.59708], [-35.35250, -10.93845, -27.36392], [-34.39395, -9.68693, -26.38259]],
  "forces_ev_per_angstrom": [[0.92, 0.74, -0.80], [-0.38, 2.83, 1.28], [0.24, -0.18, -0.97], [-0.35, 0.56, 1.05], [-0.35, -0.96, 0.02], [3.13, -3.38, 1.34], [-0.57, -0.59, -0.29], [-0.14, 0.14, 0.33], [0.12, -0.16, -0.03], [-0.42, -0.33, -0.33], [-0.74, -0.92, -0.29], [0.48, 0.28, -0.22], [0.69, 0.55, -0.07], [-0.19, -0.18, 0.24], [-0.39, 0.27, -0.43], [-0.36, 0.10, -1.91], [-1.99, 1.23, 1.23], [0.75, -1.28, -1.12], [-1.46, 0.93, -1.74], [-1.65, 0.03, 0.00], [0.29, 0.20, 0.32], [1.28, -0.03, 1.00], [0.36, -0.43, 0.35], [0.01, -0.55, 0.14], [-0.39, 0.30, 0.22], [0.17, 0.21, 0.00], [0.05, 0.00, 0.12], [0.11, -0.34, -0.32], [0.01, 0.20, -0.41], [0.30, 0.20, -0.09], [-0.66, 0.44, 0.53], [-0.33, -0.16, 0.12], [0.65, -0.14, 0.62], [0.48, 0.40, 0.24], [-0.40, -0.71, -0.43], [-0.54, 1.31, 1.12], [-0.56, 1.15, 0.12], [0.13, -2.51, -1.22], [0.03, 0.65, -1.10], [0.46, 0.83, -0.06], [0.06, -0.08, 0.40], [0.04, -0.12, -0.10], [0.17, 0.15, 0.00], [0.10, -0.03, 0.00], [-0.67, -0.10, -0.03], [0.26, 0.57, -0.18], [-0.15, 0.13, 0.60], [0.34, -0.43, 0.41], [0.64, 0.14, 0.75], [-0.45, -1.50, 0.28], [0.50, 0.55, -0.59], [0.09, -0.28, -0.15], [0.04, 0.05, 0.54], [-0.14, 0.27, -0.25], [0.02, -0.41, 0.18], [0.04, -0.14, -0.17], [0.02, 0.60, 0.04], [0.12, 0.12, -0.06], [-0.09, -0.44, -0.08], [-0.06, 0.25, 0.22], [0.13, 0.31, -0.16], [0.30, -0.12, -0.07], [-0.37, -0.57, 0.14], [0.09, -0.58, 1.63], [1.28, 0.08, 2.20], [-0.65, 1.11, -0.53], [0.27, -1.83, -3.33], [-0.34, 0.03, -0.62], [-0.52, 1.01, 0.42], [-0.22, 0.26, 0.32], [0.25, -0.10, 0.01], [-0.82, -2.17, -3.36], [3.23, 5.39, 3.10], [-1.84, 1.03, -3.41], [0.17, -3.02, 2.61], [0.14, 0.30, -0.16], [-0.55, -0.14, 0.16], [0.31, -0.27, 0.90], [-0.34, -1.14, 0.13], [-0.44, -0.95, 0.63], [0.37, -0.04, -0.72], [1.03, 0.34, -0.49], [-1.68, 0.30, 0.06], [0.08, 0.88, 0.17], [1.08, 0.20, -0.15], [-0.32, -0.26, -0.19], [-0.19, -0.07, 0.54], [-0.08, 2.49, 4.63], [0.13, 0.34, 0.24], [-4.89, -4.97, 0.24], [3.18, 1.79, -4.26], [-0.04, 0.02, -0.31], [-0.25, -0.21, 0.57], [1.09, 0.79, -0.29], [0.71, -0.21, -1.01]],
  "charge": 1,
  "homo_lumo_gap_ev": [7.60, 1.78],
  "spin_multiplicity": 2
}

[2]
{
  "formula": "C16H58N20O16",
  "method": "wB97M-V/def2-TZVPD",
  "symbols": ["C", "O", "N", "N", "H", "H", "H", "H", "C", "O", "N", "N", "H", "H", "H", "H", "C", "O", "N", "N", "H", "H", "H", "H", "C", "O", "N", "N", "H", "H", "H", "H", "C", "O", "N", "N", "H", "H", "H", "H", "C", "O", "N", "N", "H", "H", "H", "H", "C", "O", "N", "N", "H", "H", "H", "H", "C", "O", "N", "N", "H", "H", "H", "H", "C", "O", "N", "N", "H", "H", "H", "H", "C", "O", "N", "N", "H", "H", "H", "H", "C", "C", "O", "O", "H", "H", "H", "H", "H", "H", "C", "C", "O", "O", "H", "H", "H", "H", "H", "H", "C", "C", "O", "O", "H", "H", "H", "H", "H", "H"],
  "coordinates": [[0.52430, -3.24492, -3.05356], [1.11065, -2.16181, -2.79094], [-0.71301, -3.18512, -3.56668], [1.15928, -4.35523, -2.81009], [-1.17293, -2.26829, -3.37696], [-1.27361, -4.01453, -3.67811], [0.70563, -5.24343, -2.63466], [1.94887, -4.12361, -2.20442], [5.18467, 2.28840, 0.85342], [4.90190, 1.89589, 1.97621], [6.14463, 1.73114, 0.13199], [4.42676, 3.19986, 0.22351], [6.72577, 1.12070, 0.65209], [6.59740, 2.22932, -0.59757], [4.42415, 3.10727, -0.77771], [3.52267, 3.40842, 0.66719], [2.01895, -5.05868, 0.84025], [1.08076, -5.78812, 1.22483], [1.91143, -3.76198, 1.12601], [2.87238, -5.62067, -0.02468], [2.56812, -3.09752, 0.74461], [1.40968, -3.64359, 2.03646], [2.77836, -6.61167, -0.15710], [3.85029, -5.40578, 0.00605], [0.02427, 0.57327, 0.68404], [-0.99838, 1.24429, 0.60437], [0.00673, -0.69115, 0.48432], [1.19707, 1.19500, 0.74685], [0.82899, -1.24668, 0.59625], [-0.91773, -1.06744, 0.59903], [1.16199, 2.13199, 1.10026], [1.96135, 0.62700, 1.11471], [0.23961, -0.90323, 4.10469], [0.97801, -1.37808, 3.28361], [-1.02925, -1.30213, 4.11151], [0.66413, -0.01469, 4.97656], [-1.17830, -1.84567, 3.26437], [-1.70686, -0.96854, 4.79772], [0.05531, 0.15606, 5.75052], [1.63383, -0.13994, 5.20963], [-0.16146, 4.77456, -2.84797], [-1.05434, 5.61881, -2.75107], [0.89451, 5.03977, -3.56426], [-0.31558, 3.62355, -2.11351], [1.66205, 4.40987, -3.73663], [0.92798, 6.01717, -3.66354], [-1.30087, 3.55766, -1.92440], [0.28116, 2.85119, -2.32832], [1.10544, 3.88001, 2.64670], [1.74698, 4.04138, 1.64095], [1.39130, 2.85903, 3.53572], [0.25058, 4.84041, 3.10755], [0.76586, 2.62602, 4.27599], [1.93624, 2.13766, 3.04885], [0.26735, 5.66622, 2.57260], [-0.11620, 4.86452, 4.04480], [-2.84603, -0.38523, -2.60141], [-1.82358, -0.27870, -3.30741], [-2.86996, 0.32495, -1.50972], [-3.84389, -1.09394, -3.06778], [-3.52019, 0.36166, -0.74395], [-1.91135, 0.62458, -1.37192], [-3.76494, -1.34581, -4.04761], [-4.68650, -1.18914, -2.58722], [1.70554, 1.65217, -3.91548], [2.57947, 2.50265, -3.98114], [1.42251, 0.99115, -2.76740], [0.92320, 1.44909, -5.03685], [0.87945, 0.12974, -2.81743], [2.11946, 1.11436, -2.04451], [-0.04206, 1.19502, -4.85166], [1.11985, 2.23309, -5.63690], [-2.32192, -3.88513, 0.31757], [-1.83511, -3.24882, 1.25561], [-1.75545, -4.91898, -0.25197], [-3.58240, -3.57714, -0.02492], [-1.81242, -5.07243, -1.23551], [-0.83006, -5.12134, 0.12572], [-3.96160, -2.74862, 0.36351], [-4.17327, -4.06073, -0.67776], [-3.07739, 3.48917, 1.87062], [-3.06320, 4.17013, 0.55920], [-3.64991, 5.49073, 0.64877], [-4.33053, 3.12788, 2.48800], [-2.48722, 4.03675, 2.57519], [-2.59777, 2.49462, 1.80507], [-3.61669, 3.61728, -0.21187], [-1.99596, 4.13924, 0.26191], [-3.78928, 5.78765, -0.25075], [-4.82172, 3.94690, 2.41255], [-4.04544, -0.75164, 1.98385], [-4.70217, -1.46163, 3.15546], [-6.03629, -0.79721, 3.25231], [-4.88045, -0.78560, 0.81047], [-3.10790, -1.22297, 1.68362], [-3.93081, 0.29749, 2.30277], [-4.15817, -1.24846, 4.07206], [-4.86823, -2.53640, 3.02113], [-6.64927, -1.40383, 3.71513], [-5.72283, -0.38279, 1.10665], [4.14724, -1.23057, -1.36002], [4.87933, -2.52515, -1.24147], [4.43318, -3.54622, -2.21643], [2.84192, -1.36334, -0.82763], [4.03755, -0.90661, -2.41172], [4.81182, -0.51717, -0.87248], [4.70391, -2.99481, -0.25992], [5.95205, -2.30269, -1.29323], [4.45488, -3.11783, -3.07529], [2.19170, -1.72932, -1.46983]],
  "forces_ev_per_angstrom": [[-0.35, 3.77, 0.28], [-0.34, -0.39, -0.17], [-1.07, 0.50, 0.09], [1.52, -2.50, 1.03], [0.31, -0.73, -0.59], [0.04, 0.14, -0.01], [0.05, 0.31, -0.17], [0.11, -0.76, -0.36], [-2.39, -0.12, 1.58], [0.31, -0.17, 0.67], [1.67, -0.98, -1.12], [-0.89, 0.97, -0.59], [0.53, -0.45, 0.38], [0.18, 0.40, -0.49], [-0.25, 0.34, -0.16], [0.58, 0.00, -0.23], [-3.84, -2.06, 0.45], [0.25, -0.10, 0.27], [0.66, 0.77, 1.14], [2.29, 0.09, -1.21], [-0.02, 0.37, 0.37], [0.65, 0.60, -1.45], [-0.60, -0.09, 0.30], [0.31, 0.70, -0.17], [-0.64, 3.23, -0.97], [-1.71, 0.76, 0.45], [-0.47, -3.57, -0.30], [2.66, -0.24, 0.83], [0.06, -0.45, 0.14], [0.16, -0.80, -0.12], [0.06, 0.42, -0.31], [-0.04, 0.39, -0.29], [-0.47, -1.23, -1.06], [2.02, -0.86, -1.71], [-1.38, 0.07, 0.32], [0.62, 1.89, 2.18], [-1.00, -0.09, 0.50], [0.16, -0.45, -0.91], [-0.01, 0.22, 0.49], [0.17, 0.25, 0.04], [-2.82, -0.23, 2.12], [-0.39, 0.46, -0.03], [1.92, -0.64, -1.03], [0.45, 0.89, -0.83], [0.18, 0.02, 0.14], [0.70, 1.05, -0.78], [0.09, -0.86, 0.29], [-0.23, -0.76, 0.25], [0.37, 0.63, 3.04], [0.40, -0.29, -1.81], [0.47, 0.02, -1.67], [-0.36, -0.89, 0.20], [-0.25, -0.43, 0.07], [-0.42, 0.17, 1.02], [-0.22, 0.96, -0.46], [0.14, -0.08, -0.21], [1.98, 1.03, -1.83], [0.70, -0.72, -0.53], [0.55, 0.95, 1.89], [-0.96, -1.51, -1.42], [-0.22, -0.37, -0.03], [-0.37, 0.52, 0.91], [-0.20, 0.04, 0.54], [-1.39, -0.13, 0.62], [-0.50, 0.24, -0.38], [1.02, 0.59, 0.37], [-0.16, -0.41, -0.36], [-0.01, -0.42, 0.89], [0.22, 0.13, 0.26], [-0.30, -0.30, 0.06], [0.10, 0.03, -0.29], [-0.51, -0.08, -0.39], [-1.36, 2.06, 2.14], [0.80, 0.10, 0.09], [2.35, -2.15, -0.74], [-1.14, -0.13, -1.19], [-0.47, -0.02, -0.37], [-0.07, -0.07, 0.10], [-0.35, 0.68, 0.27], [0.35, -0.23, -0.06], [0.07, -2.44, 1.03], [-0.26, 0.14, -0.94], [0.54, -0.76, 0.38], [0.10, 0.90, -0.77], [0.39, 0.71, 0.51], [0.24, 0.67, -0.51], [0.03, -0.18, 0.21], [-0.37, 0.55, -0.01], [0.06, 0.20, -0.18], [-0.69, 0.13, 0.27], [-0.33, 0.22, -0.04], [-1.77, 0.72, -0.31], [0.66, -1.15, 0.40], [-0.34, 0.23, 0.48], [0.06, 0.21, 0.33], [0.35, -0.26, -0.25], [0.17, -0.18, 0.10], [0.29, 0.16, -0.10], [0.59, 0.54, -0.39], [0.44, -0.38, -0.25], [-0.79, -0.60, -0.82], [0.02, -1.44, -0.73], [0.55, 0.99, 1.20], [-0.08, 0.51, 1.01], [0.41, -0.15, 0.16], [-0.78, 0.56, 0.52], [-0.02, 0.33, -0.27], [0.07, -0.44, -0.40], [-0.03, 0.01, -0.22], [0.47, 0.16, -0.38]],
  "homo_lumo_gap_ev": 9.02
}

Computed values of E (unit: eV) for the preceding records, in sequence: -56421.3261 -80103.8000.